# C47H69BBaN12O

C47H69BBaN12O as an isolated structure at a distorted geometry (ωB97M-V/def2-TZVPD, the OMol25 dataset).

HOMO-LUMO gap = 7.415 eV
HOMO energy = -6.90 eV
F_max = 3.65 eV/A
energy above the lowest of the compared OMol25 structures with the same formula, charge and spin = 335.6 kJ/mol
lowest unoccupied orbital energy = 0.516 eV

XYZ file:
```
131
Properties=species:S:1:pos:R:3:lowdin_charge:R:1
Ba 0.139 0.011 1.105 1.9341
C 2.653 -0.151 -3.378 -0.0230
C 2.154 -1.409 -2.745 -0.3568
C 2.157 -2.713 -3.269 -0.0029
C 1.574 -3.499 -2.297 -0.2875
C 1.336 -4.970 -2.355 -0.0154
N 1.245 -2.695 -1.263 0.0250
N 1.597 -1.404 -1.547 0.0842
B 0.582 -2.774 0.142 -0.5997
N 1.671 -2.876 1.255 0.0334
N 2.071 -1.643 1.679 -0.0936
C 3.088 -1.810 2.510 -0.3584
C 3.729 -0.644 3.187 -0.0123
C 3.372 -3.175 2.633 0.0149
C 2.455 -3.817 1.824 -0.2643
C 2.324 -5.287 1.624 -0.0061
N -0.797 -3.467 0.340 0.0539
N -1.767 -2.501 0.458 0.0504
C -2.936 -3.107 0.472 -0.3651
C -4.214 -2.335 0.538 -0.0311
C -2.755 -4.496 0.378 0.0034
C -1.393 -4.690 0.304 -0.2622
C -0.732 -6.029 0.286 -0.0126
H 3.256 -0.380 -4.256 0.0749
H 3.261 0.419 -2.674 0.0777
H 1.824 0.489 -3.683 0.0502
H 2.544 -3.040 -4.221 0.1037
H 1.942 -5.399 -3.151 0.0838
H 0.289 -5.197 -2.566 0.0832
H 1.618 -5.457 -1.425 0.0491
H 0.229 -1.662 0.229 -0.1579
H 3.303 0.287 2.815 0.0573
H 4.805 -0.629 3.012 0.0810
H 3.559 -0.685 4.264 0.0853
H 4.131 -3.644 3.238 0.1113
H 3.274 -5.768 1.848 0.0869
H 2.050 -5.532 0.600 0.0537
H 1.574 -5.707 2.294 0.0790
H -4.039 -1.297 0.256 0.0658
H -4.641 -2.361 1.543 0.0762
H -4.949 -2.764 -0.144 0.0759
H -3.514 -5.262 0.381 0.1077
H -1.509 -6.791 0.303 0.0840
H -0.109 -6.172 1.164 0.0575
H -0.125 -6.199 -0.598 0.0493
C -3.263 0.880 2.153 -0.0612
N -4.154 1.718 1.379 -0.1301
C -5.542 1.622 1.781 -0.0541
C -3.703 2.527 0.370 -0.3689
N -2.595 2.280 -0.248 0.1529
C -1.892 3.320 -0.869 -0.2220
C -1.806 4.518 -0.182 -0.0725
C -1.044 5.601 -0.634 -0.0805
C -0.327 5.488 -1.784 -0.0557
C -0.356 4.286 -2.530 -0.1621
C 0.421 4.223 -3.711 -0.0573
C 0.424 3.097 -4.475 -0.0882
C -0.366 2.007 -4.099 -0.0817
C -1.161 2.012 -2.965 -0.2355
N -1.884 0.856 -2.701 0.1695
C -2.491 0.259 -3.672 -0.3794
N -2.697 -1.096 -3.642 -0.1521
C -1.888 -1.868 -2.713 -0.0340
C -4.001 -1.655 -3.958 -0.0542
N -3.001 0.873 -4.810 -0.1592
C -3.201 2.301 -4.870 -0.0531
C -2.870 0.251 -6.113 -0.0681
C -1.153 3.173 -2.105 -0.0222
N -4.590 3.568 0.072 -0.1797
C -4.947 4.510 1.116 -0.0711
C -4.687 4.092 -1.267 -0.0557
H -3.590 -0.159 2.115 0.0611
H -3.229 1.206 3.197 0.1081
H -2.267 0.951 1.749 -0.0050
H -5.834 0.568 1.812 0.0868
H -6.183 2.143 1.077 0.0863
H -5.698 2.039 2.781 0.0915
H -2.322 4.602 0.764 0.0976
H -1.017 6.514 -0.052 0.1060
H 0.282 6.307 -2.146 0.1068
H 1.014 5.085 -3.989 0.1060
H 1.020 3.040 -5.377 0.1064
H -0.370 1.109 -4.706 0.1175
H -0.860 -1.943 -3.071 0.0853
H -2.307 -2.870 -2.630 0.0895
H -1.878 -1.414 -1.727 0.0622
H -4.535 -1.019 -4.656 0.0746
H -4.611 -1.765 -3.053 0.0874
H -3.882 -2.640 -4.412 0.0895
H -3.346 2.689 -3.871 0.0748
H -4.093 2.509 -5.466 0.0935
H -2.350 2.826 -5.317 0.0895
H -2.518 -0.771 -6.011 0.0871
H -2.150 0.808 -6.724 0.0887
H -3.828 0.248 -6.643 0.0873
H -4.598 4.154 2.083 0.0897
H -6.030 4.656 1.167 0.0885
H -4.480 5.483 0.922 0.0876
H -4.452 3.306 -1.972 0.0801
H -4.020 4.942 -1.449 0.0884
H -5.717 4.415 -1.443 0.0920
C 1.817 2.900 3.304 -0.0589
C 0.489 3.295 3.956 -0.3632
C -0.531 3.733 2.908 -0.0610
C -0.051 2.219 4.881 -0.1410
C -0.244 2.554 6.215 -0.0551
C -0.696 1.630 7.142 -0.1015
C -0.933 0.336 6.711 -0.0547
C -0.762 -0.047 5.386 -0.1330
C -0.987 -1.515 5.054 -0.3582
C 0.320 -2.203 4.654 -0.0471
C -2.068 -1.749 3.998 -0.0636
C -0.342 0.911 4.429 -0.2833
O -0.214 0.596 3.137 -0.6234
H 2.229 3.729 2.725 0.0823
H 1.667 2.051 2.639 0.0235
H 2.543 2.610 4.065 0.0876
H 0.696 4.166 4.586 0.1254
H -0.773 2.914 2.230 0.0499
H -0.140 4.563 2.319 0.0758
H -1.456 4.057 3.391 0.0885
H -0.028 3.568 6.532 0.1056
H -0.846 1.910 8.176 0.0934
H -1.253 -0.412 7.429 0.1056
H -1.334 -1.989 5.977 0.1230
H 0.740 -1.733 3.767 0.0451
H 0.153 -3.262 4.442 0.0825
H 1.057 -2.124 5.455 0.0881
H -1.756 -1.323 3.048 0.0270
H -3.007 -1.281 4.300 0.0842
H -2.241 -2.818 3.857 0.0842
```


# C47H73B2N6O6PSeTi

C47H73B2N6O6PSeTi as an isolated structure (ωB97M-V/def2-TZVPD, the OMol25 dataset).

HOMO-LUMO gap (alpha / beta) = 5.114 / 5.182 eV
HOMO energy (alpha / beta) = -1.10 / -1.17 eV
F_max = 0.74 eV/A
energy above the lowest of the compared OMol25 structures with the same formula, charge and spin = 0.0 kJ/mol
lowest unoccupied orbital energy (alpha / beta) = 4.010 / 4.009 eV
multiplicity = 3
net charge = -2

XYZ file:
```
137
Properties=species:S:1:pos:R:3:lowdin_spin:R:1
Ti 0.285 0.402 0.237 1.8013
C -3.169 3.596 1.034 0.0007
C -1.981 3.519 0.069 0.0051
C -1.792 4.840 -0.672 0.0006
C -2.193 2.375 -0.877 0.0146
C -3.218 2.298 -1.829 0.0010
C -3.203 1.006 -2.297 0.0078
C -4.270 0.492 -3.236 0.0012
C -5.337 -0.336 -2.514 0.0006
C -3.791 -0.198 -4.507 0.0004
N -2.168 0.355 -1.692 0.0061
N -1.558 1.215 -0.816 0.0189
B -2.074 -1.178 -1.390 0.0039
N -2.538 -1.375 0.076 0.0024
N -1.912 -0.713 1.091 0.0090
C -2.453 -1.126 2.223 0.0041
C -3.431 -2.102 1.961 0.0002
C -3.439 -2.243 0.586 0.0030
C -4.203 -3.242 -0.235 0.0004
C -5.696 -3.206 0.084 0.0001
C -3.629 -4.645 -0.019 0.0002
C -2.008 -0.553 3.540 0.0010
C -2.254 0.955 3.589 0.0028
C -2.679 -1.246 4.722 0.0001
N -0.691 -1.876 -1.531 0.0040
N 0.101 -1.891 -0.422 0.0036
C 0.962 -2.882 -0.546 0.0054
C 0.748 -3.541 -1.767 0.0003
C -0.295 -2.873 -2.365 0.0043
C -0.763 -3.094 -3.778 0.0006
C -0.582 -1.798 -4.572 0.0002
C -2.135 -3.755 -3.927 0.0003
C 2.012 -3.156 0.489 0.0011
C 2.375 -4.641 0.510 0.0002
C 1.613 -2.684 1.878 0.0062
H -3.004 4.378 1.779 0.0001
H -3.312 2.650 1.557 0.0001
H -4.091 3.830 0.493 0.0000
H -1.093 3.303 0.659 0.0037
H -2.717 5.136 -1.178 0.0002
H -0.998 4.760 -1.414 0.0000
H -1.524 5.636 0.027 0.0001
H -3.910 3.075 -2.113 0.0001
H -4.762 1.415 -3.559 0.0001
H -4.941 -1.298 -2.191 0.0000
H -6.182 -0.527 -3.182 0.0001
H -5.704 0.188 -1.631 0.0001
H -3.402 -1.191 -4.306 0.0000
H -3.005 0.376 -4.998 0.0000
H -4.627 -0.303 -5.204 0.0000
H -2.826 -1.692 -2.159 0.0001
H -4.034 -2.641 2.672 0.0000
H -4.062 -2.996 -1.288 0.0000
H -5.873 -3.490 1.124 0.0000
H -6.249 -3.902 -0.554 0.0000
H -6.105 -2.204 -0.059 0.0000
H -3.755 -4.956 1.021 0.0000
H -2.560 -4.661 -0.243 0.0000
H -4.130 -5.376 -0.660 0.0000
H -0.923 -0.688 3.617 0.0005
H -3.325 1.178 3.522 0.0001
H -1.737 1.457 2.770 0.0030
H -1.857 1.363 4.521 0.0001
H -3.762 -1.084 4.700 0.0000
H -2.291 -0.849 5.662 0.0000
H -2.499 -2.323 4.712 0.0000
H 1.314 -4.350 -2.200 0.0000
H -0.045 -3.818 -4.179 0.0000
H -1.112 -0.972 -4.104 0.0000
H -0.942 -1.905 -5.600 0.0000
H 0.471 -1.517 -4.578 0.0000
H -2.954 -3.121 -3.598 0.0000
H -2.175 -4.673 -3.336 0.0000
H -2.312 -4.015 -4.975 0.0000
H 2.897 -2.599 0.175 0.0002
H 1.498 -5.249 0.749 0.0000
H 3.134 -4.830 1.273 0.0000
H 2.772 -4.983 -0.449 0.0000
H 0.711 -3.196 2.224 0.0000
H 1.422 -1.615 1.938 0.0052
H 2.416 -2.878 2.594 0.0003
O 1.147 3.575 -0.548 0.0054
B 1.039 2.621 0.560 0.0281
O 1.639 3.295 1.666 0.0015
C 2.053 4.517 1.269 -0.0013
C 2.683 5.503 1.999 0.0006
C 2.994 6.693 1.333 0.0003
C 2.681 6.872 -0.007 0.0006
C 2.045 5.866 -0.740 0.0005
C 1.744 4.690 -0.080 -0.0005
H 2.918 5.346 3.043 0.0000
H 3.492 7.488 1.876 0.0000
H 2.936 7.806 -0.493 0.0000
H 1.798 5.987 -1.788 0.0000
C 5.155 -1.366 0.804 0.0000
C 5.451 -0.668 -0.517 0.0001
C 6.593 -1.372 -1.243 0.0000
C 5.820 0.789 -0.257 0.0001
O 4.331 -0.810 -1.426 0.0002
P 2.962 0.055 -1.379 0.0052
O 2.043 -0.466 -2.421 0.0065
O 2.458 0.090 0.045 0.0197
O 3.442 1.558 -1.697 0.0016
C 3.548 2.129 -3.013 0.0001
C 4.322 1.194 -3.936 0.0000
C 2.148 2.403 -3.554 0.0007
C 4.308 3.433 -2.805 0.0000
H 5.984 -1.194 1.496 0.0000
H 5.055 -2.444 0.657 0.0000
H 4.245 -0.972 1.257 0.0000
H 7.490 -1.383 -0.618 0.0000
H 6.824 -0.858 -2.179 0.0000
H 6.309 -2.400 -1.471 0.0000
H 6.724 0.813 0.357 0.0000
H 5.028 1.315 0.274 0.0001
H 6.018 1.315 -1.191 0.0000
H 3.796 0.246 -4.047 0.0000
H 5.321 0.998 -3.540 0.0000
H 4.424 1.658 -4.921 0.0000
H 1.589 1.469 -3.623 0.0002
H 2.218 2.858 -4.547 0.0000
H 1.618 3.075 -2.882 0.0002
H 5.312 3.238 -2.422 0.0000
H 3.780 4.057 -2.085 0.0000
H 4.393 3.979 -3.748 0.0000
Se 1.461 0.439 4.297 0.0027
C 0.605 -0.227 5.844 0.0004
C -0.105 0.611 6.723 0.0002
C -0.749 0.121 7.847 0.0000
C -0.711 -1.235 8.158 0.0003
C -0.010 -2.085 7.308 0.0000
C 0.626 -1.593 6.179 0.0002
H -0.146 1.670 6.494 0.0000
H -1.291 0.809 8.488 0.0000
H -1.217 -1.620 9.036 0.0000
H 0.034 -3.149 7.518 0.0000
H 1.157 -2.273 5.522 0.0000
```


# C47H74N6PbSSi2

C47H74N6PbSSi2 as an isolated structure at a distorted geometry (ωB97M-V/def2-TZVPD, the OMol25 dataset).

HOMO-LUMO gap (alpha / beta) = 3.762 / 3.737 eV
HOMO energy (alpha / beta) = -5.20 / -5.19 eV
F_max = 3.00 eV/A
energy above the lowest of the compared OMol25 structures with the same formula, charge and spin = 175.3 kJ/mol
lowest unoccupied orbital energy (alpha / beta) = -1.439 / -1.451 eV

XYZ file:
```
131
Properties=species:S:1:pos:R:3:lowdin_charge:R:1
Pb 0.109 0.874 -0.187 1.0758
C 3.489 -2.239 -2.001 -0.0412
C 2.321 -3.043 -2.196 -0.1457
C 1.863 -3.428 -0.857 -0.1209
C 2.906 -2.960 0.020 -0.0785
C 3.872 -2.222 -0.633 -0.2419
C 5.039 -1.465 -0.083 -0.5766
C 5.103 -0.051 -0.587 -0.0524
C 6.344 -2.210 -0.484 -0.0600
C 4.987 -1.540 1.455 -0.0723
C 0.565 -4.132 -0.279 -0.4678
C 0.133 -5.337 -1.171 -0.0547
C 0.984 -4.796 1.070 -0.0791
C -0.665 -3.205 0.001 -0.0170
C 1.851 -3.346 -3.617 -0.5307
C 0.420 -2.840 -3.832 -0.0609
C 1.908 -4.857 -3.964 -0.0643
C 2.826 -2.604 -4.586 -0.0847
H 4.059 -1.861 -2.807 0.0639
H 2.877 -3.167 1.099 0.0785
H 5.165 -0.013 -1.698 0.0929
H 5.964 0.451 -0.144 0.0790
H 4.209 0.497 -0.275 0.0748
H 6.540 -2.162 -1.563 0.0777
H 6.271 -3.296 -0.260 0.0923
H 7.219 -1.825 0.008 0.0602
H 4.100 -1.087 1.870 0.0582
H 5.873 -1.016 1.863 0.0804
H 4.992 -2.604 1.834 0.0969
H 0.960 -6.020 -1.408 0.0954
H -0.265 -4.978 -2.121 0.0557
H -0.590 -5.883 -0.636 0.0522
H 1.895 -5.360 0.869 0.0921
H 0.197 -5.447 1.481 0.0794
H 1.271 -4.040 1.832 0.0658
H -0.489 -2.147 -0.272 0.0296
H -0.938 -3.221 1.108 -0.0271
H -1.607 -3.584 -0.537 0.1195
H -0.226 -3.123 -2.992 0.0530
H -0.024 -3.215 -4.779 0.0864
H 0.410 -1.749 -3.913 0.0643
H 0.921 -5.365 -3.917 0.0653
H 2.631 -5.416 -3.369 0.0787
H 2.222 -5.019 -5.032 0.0802
H 2.902 -1.530 -4.407 0.0747
H 2.513 -2.823 -5.625 0.0797
H 3.823 -3.069 -4.499 0.0871
C 2.647 3.491 4.394 -0.1971
Si 0.864 3.292 4.901 0.5125
C 0.046 4.946 5.443 -0.1858
C 0.710 2.124 6.361 -0.1981
C -0.350 2.652 3.595 -0.2470
C -1.708 2.904 3.820 -0.0716
C -2.718 2.537 2.862 -0.0503
C -2.270 2.104 1.627 -0.1791
N -0.968 2.023 1.373 -0.2063
C 0.059 2.110 2.319 -0.7732
S 1.655 1.597 1.849 0.5376
H 3.078 3.946 5.298 0.0404
H 2.746 4.161 3.583 0.0135
H 3.060 2.523 4.171 0.0024
H 0.806 5.520 6.045 0.0403
H -0.790 4.684 6.114 0.0231
H -0.278 5.655 4.663 0.0336
H 1.027 2.658 7.319 0.0477
H 1.347 1.193 6.344 0.0421
H -0.357 1.778 6.521 0.0398
H -2.012 3.396 4.731 0.0876
H -3.772 2.549 3.112 0.0954
H -2.902 1.818 0.802 0.0772
C -3.378 -1.523 1.873 -0.1552
Si -1.941 -2.618 2.445 0.8445
C -0.571 -1.829 3.473 -0.1338
C -2.505 -4.148 3.452 -0.2291
C -3.315 -5.234 2.982 -0.1064
C -3.831 -6.217 3.799 -0.1006
C -3.550 -6.220 5.172 -0.0566
C -2.742 -5.168 5.680 -0.0895
C -2.263 -4.178 4.867 -0.1173
H -3.911 -1.158 2.722 0.0275
H -4.066 -2.112 1.209 0.0549
H -2.980 -0.688 1.267 0.0030
H -0.703 -0.741 3.474 0.0358
H 0.430 -2.032 3.088 0.0468
H -0.625 -2.252 4.457 0.0025
H -3.646 -5.291 1.927 0.1099
H -4.509 -6.970 3.378 0.1116
H -3.881 -7.056 5.792 0.1067
H -2.477 -5.132 6.771 0.1231
H -1.644 -3.435 5.369 0.0834
C -4.661 3.750 -3.608 -0.0696
C -4.676 2.590 -4.653 -0.4081
C -3.496 2.640 -5.684 -0.0512
C -4.903 1.227 -4.068 -0.1379
N -3.902 0.812 -3.112 -0.0912
C -3.674 1.006 -1.800 -0.1341
N -2.644 0.258 -1.390 -0.0397
N -2.151 -0.339 -2.491 -0.0038
N -2.936 -0.043 -3.531 0.0806
H -4.759 4.718 -4.118 0.0789
H -3.691 3.784 -3.087 0.0688
H -5.453 3.583 -2.813 0.0899
H -5.553 2.815 -5.209 0.1101
H -2.661 2.020 -5.304 0.0665
H -3.152 3.688 -5.801 0.0815
H -3.748 2.260 -6.686 0.0782
H -4.903 0.465 -4.864 0.1371
H -5.912 1.219 -3.587 0.1419
H -4.329 1.575 -1.166 0.1210
C -1.004 6.076 -0.640 -0.0999
N 0.427 5.868 -0.617 -0.3112
C 1.187 6.870 0.106 -0.0925
C 0.858 4.499 -0.485 -0.2079
C 0.795 3.822 -1.788 -0.2444
C 1.058 4.557 -2.984 -0.0279
C 1.067 3.927 -4.214 -0.1111
C 0.916 2.578 -4.289 -0.1093
C 0.670 1.841 -3.131 -0.1714
C 0.577 2.428 -1.876 -0.2787
H -1.213 6.968 -1.250 0.0795
H -1.462 6.254 0.367 0.0784
H -1.563 5.175 -1.046 0.0954
H 1.096 7.847 -0.374 0.0745
H 2.244 6.550 0.066 0.0897
H 0.797 7.004 1.160 0.0864
H 0.266 4.004 0.317 0.1026
H 1.856 4.545 -0.142 0.1064
H 1.255 5.640 -2.884 0.1160
H 1.157 4.499 -5.134 0.1014
H 0.975 2.052 -5.211 0.0922
H 0.510 0.784 -3.208 0.0525
```